Formula: H80O40
Source: OMol25
Level of theory: ωB97M-V/def2-TZVPD

Geometry as XYZ:
```
120
Properties=species:S:1:pos:R:3:mulliken_charge:R:1
H -1.42533 1.22411 6.21502 0.31
H -1.81593 0.10385 5.33497 0.31
O -1.34600 0.23429 6.12039 -0.62
H -2.42709 -0.46199 -3.24284 0.34
H -1.03083 -0.51288 -2.77017 0.52
O -1.61934 -1.07866 -3.23937 -0.78
H -1.03232 -2.92301 2.05004 0.07
H -1.91833 -2.29128 1.12156 0.03
O -1.23363 -2.10881 1.72667 -0.03
H 1.38289 -2.93448 5.82262 0.22
H 0.75111 -1.59508 5.77433 0.26
O 1.18987 -2.23650 5.24199 -0.56
H -1.56696 -3.47134 -1.54573 0.19
H -2.20574 -4.23946 -0.35882 0.26
O -2.07242 -4.20732 -1.20088 -0.65
H 5.36550 2.69508 -0.64597 0.30
O 4.94572 3.67890 -0.81125 -0.72
H 0.67396 1.54904 4.22145 0.22
O 0.70364 1.38592 3.23983 -0.26
H 1.78787 1.55006 -0.27072 0.01
H 2.91554 1.67586 -1.24798 0.26
O 2.55654 1.67199 -0.35011 0.07
H 2.70897 -4.76143 2.30632 0.23
H 3.46947 -5.54860 1.46766 0.28
O 2.60238 -5.28987 1.64076 -0.55
H 5.66213 0.46152 2.91151 0.30
H 5.73329 -0.71862 2.01817 0.33
O 6.17862 0.07902 2.25744 -0.62
H 0.19753 -4.94313 1.20382 0.26
H -0.36530 -5.28279 2.70755 0.32
O -0.48781 -4.85242 1.75899 -0.61
H 4.36645 -2.48967 1.35087 0.24
O 4.70520 -3.15572 1.83597 -0.62
H -0.30390 3.39440 -3.93839 0.35
H 0.30009 3.21376 -5.35140 0.36
O 0.26691 2.75361 -4.30243 -0.71
H -2.80529 1.80053 0.42237 0.07
H -4.36234 1.94622 0.91556 0.21
O -3.51010 1.58468 1.11660 -0.36
H -5.37245 0.12313 2.12933 0.27
H -5.54166 -0.89964 3.42991 0.29
O -5.04740 -0.53436 2.82546 -0.57
H -3.66080 0.82499 -4.75064 0.28
H -2.44589 1.83283 -4.77736 0.27
O -3.16598 1.53643 -4.22237 -0.69
H -5.26562 -1.84622 0.39392 0.30
H -5.66456 -3.21446 0.57979 0.37
O -6.16152 -2.38923 0.25436 -0.73
H 0.52754 4.95944 -0.34446 0.33
H 1.79897 5.13823 0.51492 0.27
O 1.47567 5.28429 -0.38193 -0.67
H 0.18085 1.84485 0.80621 -0.06
O -0.67542 1.66120 0.30805 0.69
H -2.27372 3.96016 -0.19310 0.28
H -1.67190 3.51253 1.12283 0.35
O -2.43155 3.83376 0.71471 -0.71
H -1.23885 1.88890 3.16162 0.67
O -1.87323 1.62210 3.68505 -0.70
H 1.30403 0.88745 -2.61468 -0.27
H 0.78799 -0.62611 -2.26035 -0.14
O 0.56002 0.28586 -2.18553 0.56
H 0.74038 -1.41484 -0.07468 -0.07
H 1.51650 -2.56570 -0.65230 -0.02
O 1.51800 -1.81184 -0.00433 0.16
H -2.62587 -0.64144 -0.51915 0.10
H -2.18474 -1.84224 -1.52187 0.09
O -2.74819 -1.51766 -0.80791 0.11
H 0.44416 -3.40663 -3.64154 0.26
H -0.06144 -3.90725 -2.39546 0.19
O 0.30084 -3.11534 -2.56338 -0.52
H -1.19949 -1.03818 -5.07896 0.38
H -1.00987 -0.71385 -6.80540 0.26
O -1.46525 -0.56560 -5.91050 -0.59
H -5.32195 -1.10200 -1.66145 0.27
H -6.65928 -0.63278 -1.35877 0.26
O -5.84058 -0.37579 -1.62121 -0.57
H 2.17311 5.11468 2.83361 0.35
H 2.32181 3.64082 3.38557 0.31
O 2.23361 4.60255 3.70706 -0.66
H -0.99915 4.89955 -2.90292 0.27
H 0.07216 5.80283 -3.44811 0.32
O -0.62076 5.22148 -3.67113 -0.63
H -0.30881 -3.04046 3.88242 0.24
H -1.71279 -2.69046 4.24168 0.31
O -1.06703 -3.18194 4.60001 -0.57
H 2.54723 3.37706 0.93216 0.36
H 3.87020 3.04244 1.71812 0.33
O 3.32099 3.77955 1.33984 -0.81
H -5.85833 -2.82919 2.41013 0.37
O -4.98681 -2.99612 2.97304 -0.68
H 1.78429 -1.21349 1.91757 0.30
H 1.66701 -1.47797 3.46599 0.39
O 2.20832 -0.91941 2.78337 -0.89
H -0.29352 0.98310 -0.19806 -0.17
H 4.33572 3.88179 0.09458 0.45
H -2.50564 0.91451 3.12589 0.25
H 1.33281 0.55085 3.07154 0.21
H 4.33873 -2.84184 2.75178 0.37
H -4.33475 -2.38911 2.66493 0.31
O 0.03878 3.66680 2.38785 -0.46
H -0.20158 4.13981 3.19017 0.33
H 0.21467 2.79380 2.48185 -0.26
O 0.83284 -3.62960 -5.19022 -0.65
H 1.27312 -2.89577 -4.80958 0.35
H 0.22194 -3.19980 -5.75469 0.32
O 2.56320 2.28167 -2.73668 -0.69
H 1.78370 2.72842 -2.92821 0.17
H 2.31366 1.61157 -3.51129 0.33
O 3.15944 -3.73760 -1.30326 -0.63
H 3.01173 -4.21729 -0.48150 0.29
H 3.90402 -3.07939 -1.16901 0.31
O 2.53581 -0.36969 -3.80608 -0.73
H 2.41231 -1.28857 -3.26751 0.29
H 3.28580 0.10893 -3.71729 0.35
O -2.62151 3.26754 -2.33186 -0.64
H -2.25561 2.47397 -2.91116 0.37
H -3.61016 2.95723 -2.29806 0.28
O 4.88627 0.74420 -2.81055 -0.66
H 4.46773 1.61779 -2.57823 0.40
H 5.78263 0.85998 -3.21902 0.27
```

* Kohn-Sham gap: 9.6086 eV
* charge: 0

---

Formula: H80O40
Source: OMol25
Level of theory: ωB97M-V/def2-TZVPD

Geometry as XYZ:
```
120
Properties=species:S:1:pos:R:3:mulliken_charge:R:1
H 0.79543 -2.22287 -1.61588 -0.18
H 0.36455 -3.37865 -2.35290 0.24
O 0.08354 -2.85694 -1.63630 0.35
H -5.60346 0.54971 0.26392 0.25
H -4.39501 -0.34799 0.16641 0.11
O -4.80973 0.43549 -0.21602 -0.49
H 2.33625 4.67643 1.66618 0.28
H 1.48175 5.81896 1.92375 0.34
O 2.24455 5.61807 1.41802 -0.64
H 5.18178 -1.33934 -1.09130 0.37
H 6.44761 -2.09181 -1.68674 0.27
O 5.61712 -2.18472 -1.29585 -0.60
H -1.94036 0.26549 -3.62095 0.15
H -2.65749 1.52739 -3.06293 0.28
O -2.02703 0.84550 -2.91325 -0.48
H -2.57410 2.39996 5.54522 0.28
O -2.46376 3.24164 4.99348 -0.61
H -1.38314 -3.62071 2.42461 0.14
O -2.23135 -3.36394 2.05808 -0.56
H 1.69751 2.60222 3.36872 0.19
H 2.06772 1.50821 4.21869 0.42
O 2.16908 2.54028 4.25406 -0.75
H -1.09490 3.17658 -1.60776 0.15
H -0.67603 2.32563 -2.99104 0.55
O -0.39646 2.89776 -2.32839 -0.60
H -5.21741 -1.94100 1.38613 0.31
H -4.42490 -3.23258 1.06099 0.28
O -5.43504 -2.88458 1.25323 -0.64
H 3.98689 -2.66015 1.51687 0.26
H 2.45697 -3.25839 1.32176 0.22
O 3.26094 -3.16717 1.81458 -0.58
H -4.76964 5.14669 -0.22354 0.28
O -4.37754 4.55776 -0.88163 -0.65
H 2.82816 0.27108 -4.39100 0.25
H 2.85305 1.77740 -4.91217 0.30
O 2.69897 0.87444 -5.17206 -0.61
H 2.36369 -1.08143 3.35324 0.03
H 1.89123 -2.33589 3.83536 0.43
O 1.67419 -1.70658 3.17094 -0.31
H -4.06085 1.09407 2.74796 0.22
H -2.87354 2.24383 2.49611 0.16
O -3.70885 1.88124 2.42166 -0.54
H -2.77917 -0.94108 3.51160 0.36
H -4.27911 -1.13092 4.30568 0.27
O -3.48152 -1.52341 3.98907 -0.69
H 2.82459 0.35734 -0.09537 -0.48
H 3.75191 -0.73270 -0.41138 0.31
O 3.63168 -0.04063 0.25278 -0.68
H -1.57955 -1.49061 1.55834 -0.19
H -2.41486 -0.44710 0.70824 -0.34
O -1.85375 -0.62839 1.48018 1.15
H -0.56715 2.15225 -4.39703 0.11
O -0.56078 1.86519 -5.42259 -0.66
H -2.54130 1.73994 -1.08237 -0.28
H -2.21417 1.71569 0.51714 -0.19
O -1.87241 1.87293 -0.34453 0.93
H 0.44714 2.52997 0.27888 -0.05
O 1.25869 2.74138 0.80840 0.05
H 5.94062 0.80928 -2.72044 0.33
H 5.35178 1.33548 -1.63250 0.31
O 6.23892 1.21991 -1.90367 -0.68
H -0.46853 -4.62831 -4.01928 0.27
H 0.71841 -5.61450 -3.84366 0.26
O 0.48488 -4.67388 -3.70921 -0.62
H -1.28998 5.12892 0.17573 0.16
H -1.91223 3.64826 0.37401 0.27
O -1.17181 4.26627 0.52482 -0.43
H 1.00288 -3.95556 3.23081 0.30
H -0.10819 -3.89178 4.42108 0.31
O 0.69808 -4.30113 4.07475 -0.64
H -0.99550 0.81383 2.71334 0.01
H -0.25974 1.86389 3.61697 0.20
O -0.98380 1.23733 3.57355 -0.50
H 2.69872 3.96460 -0.49936 0.24
H 2.22135 4.18059 -2.03835 0.28
O 2.83808 3.69527 -1.45651 -0.71
H 0.65045 -1.59445 -3.02137 -0.33
H 0.10153 -0.15366 -2.54821 0.06
O 0.73027 -0.60667 -3.11392 -0.06
H 2.94441 2.06462 -1.96259 0.27
H 2.43829 0.68485 -2.44448 -0.20
O 2.94174 1.14738 -1.82297 -0.17
H -3.87181 -2.24765 -1.84950 0.23
H -3.17507 -3.20786 -1.07011 0.33
O -3.48403 -2.29131 -0.94596 -0.39
H -0.34680 -2.46960 -5.19877 0.26
H -1.82451 -1.97081 -4.87585 0.19
O -1.10210 -2.51728 -4.67371 -0.49
H -1.73744 -3.39745 -1.85135 0.20
O -1.97513 -4.30053 -2.19440 -0.65
H 3.65824 -2.79447 -2.55610 0.26
H 2.31104 -2.63450 -3.41158 0.26
O 2.85095 -2.25405 -2.64604 -0.45
H 0.38360 1.77023 -5.70509 0.29
H -1.62447 3.62091 5.39294 0.33
H 1.82338 2.04027 0.47409 0.03
H -2.89767 -3.02143 2.66402 0.24
H -4.22475 4.94915 -1.72098 0.26
H -1.87172 -5.13465 -1.72263 0.34
O 4.73204 -0.04248 4.65814 -0.63
H 5.46994 0.21905 4.04912 0.32
H 4.56327 -0.99846 4.61920 0.31
O -0.59369 -6.22419 -0.78231 -0.71
H -0.05889 -5.46100 -0.45136 0.34
H -1.00689 -6.35607 0.15976 0.34
O 2.64061 0.61159 2.80610 -0.17
H 3.30202 1.08414 3.32543 0.46
H 3.05099 0.64158 1.93092 0.09
O 0.41641 -3.71467 1.13618 -0.22
H -0.22108 -3.16609 0.66885 0.06
H -0.10845 -4.44053 1.44371 0.16
O -1.40674 5.13879 2.76626 -0.69
H -1.11489 4.38814 2.28684 0.31
H -2.03975 4.63890 3.37611 0.33
O -3.72295 3.03679 -2.95813 -0.60
H -4.21572 3.21766 -3.70532 0.20
H -4.12011 3.30524 -2.14094 0.42
O 0.83928 -0.34616 -0.67392 1.94
H 0.56358 0.56802 -0.73846 -0.59
H 1.35603 -0.39295 0.16253 -0.35
```

* Kohn-Sham gap: 9.5363 eV
* charge: 0

---

Formula: H80O40
Source: OMol25
Level of theory: ωB97M-V/def2-TZVPD

Geometry as XYZ:
```
120
Properties=species:S:1:pos:R:3:mulliken_charge:R:1
H -2.82792 -2.31817 4.17831 0.33
H -2.44806 -0.75637 4.14920 0.25
O -3.16583 -1.37926 3.99133 -0.62
H 0.21773 4.74651 -1.95817 0.32
H 1.24544 5.24958 -2.99101 0.28
O 1.06459 5.34381 -2.07634 -0.66
H 0.01232 1.05498 3.06156 0.23
H -0.11403 1.18209 1.69407 -0.11
O -0.55753 0.83672 2.35978 0.03
H -4.28372 0.80474 2.83092 0.35
H -4.72514 -0.78726 2.66908 0.23
O -4.61363 0.07356 2.25104 -0.57
H -4.15229 5.07087 0.84013 0.27
H -3.37471 4.17153 0.01958 0.33
O -3.31586 4.84536 0.49935 -0.57
H 1.20979 -5.95937 -3.03858 0.26
O 0.68269 -5.13167 -3.13909 -0.45
H -2.13682 -3.31210 2.18312 0.25
O -1.84328 -3.72804 2.92101 -0.74
H -1.79249 -3.13108 -2.01603 0.39
H -2.24662 -2.00769 -2.61336 0.12
O -1.72008 -2.14753 -1.78542 -0.53
H -4.78169 0.13236 0.05379 0.20
H -5.31059 -0.13635 -1.25779 0.41
O -5.06879 0.56449 -0.69400 -0.74
H -1.60986 -3.77882 -3.68315 0.21
H -1.60322 -5.19804 -3.69195 0.31
O -1.89424 -4.48941 -3.17047 -0.63
H -3.50608 2.45692 1.08741 0.16
H -3.89280 1.96800 -0.36964 0.22
O -3.29719 2.34041 0.21271 -0.48
H -5.20266 -2.13793 -0.99136 0.31
O -4.78611 -1.71376 -1.68430 -0.79
H 3.64633 -0.07338 -2.90439 0.26
H 3.25393 1.57169 -3.38785 0.21
O 3.03518 0.71687 -3.05880 -0.56
H 1.72863 1.15906 3.63115 -0.02
H 3.00778 1.01310 2.67277 0.27
O 2.21383 0.56536 3.07849 -0.32
H 1.12678 1.72184 6.26819 0.33
H 1.76088 0.86668 5.11755 0.28
O 1.24398 1.85016 5.24144 -0.67
H 4.18493 0.97651 -0.58003 0.40
H 3.20246 2.21669 -1.06925 0.26
O 3.83726 1.92939 -0.40384 -0.60
H 1.00835 3.66266 2.39790 0.29
H 1.27840 3.67698 3.99722 0.27
O 1.13611 4.17900 3.27721 -0.65
H 4.02564 -2.66470 -0.68329 0.24
H 2.71707 -2.51361 0.12755 0.11
O 3.49869 -3.00951 0.08186 -0.64
H 1.56777 -0.87010 1.80430 -0.50
O 1.39724 -0.96723 0.93719 1.68
H 4.54704 -1.47069 3.71325 0.25
H 3.26118 -1.88661 3.11181 0.19
O 4.22324 -1.93293 3.01174 -0.65
H 0.79655 -1.63453 5.71538 0.24
O 0.41535 -1.15126 5.02450 -0.64
H 0.01939 0.57640 -1.64987 -0.02
H 1.56546 0.76690 -1.84816 -0.04
O 1.05577 0.28078 -1.40319 0.27
H -2.06040 1.15061 0.00202 -0.05
H -1.70389 -0.41454 -0.22681 -0.57
O -1.63709 0.50548 -0.53034 1.60
H 0.82111 2.22751 0.10843 0.13
H 1.64618 0.93943 0.54742 -0.38
O 1.20694 1.72340 0.94131 0.33
H -1.62908 2.36969 -0.58501 0.00
H -1.24554 3.70856 -0.09217 0.11
O -0.87906 2.94690 -0.24461 -0.53
H 1.58065 2.24991 -6.32367 0.31
H 1.58680 2.86640 -4.71534 0.30
O 2.04007 2.76929 -5.62483 -0.62
H 1.84431 5.77302 -0.38901 0.35
H 2.92895 5.27753 0.53259 0.33
O 2.61014 6.13700 0.07656 -0.63
H 4.35146 -3.40886 2.68458 0.39
H 3.37788 -4.37242 2.15927 0.30
O 3.73112 -4.08628 3.12620 -0.70
H 6.29826 -0.40237 -0.62639 0.22
H 5.28421 -1.32396 -0.27339 0.23
O 5.64700 -0.79087 -0.97496 -0.56
H -3.21779 2.50562 3.52151 0.34
H -2.12968 1.48758 3.02073 0.37
O -3.00146 1.59091 3.36817 -0.58
H 1.68137 -4.55121 -0.33372 0.28
H 0.89625 -5.76411 -1.01057 0.18
O 0.85595 -5.09201 -0.35270 -0.55
H -2.41172 4.32987 4.04666 0.28
O -3.12627 4.39988 3.40671 -0.64
H -3.38431 -2.52778 1.16117 0.25
H -2.45857 -1.28493 1.77881 0.11
O -2.85602 -1.75653 0.91383 -0.44
H 0.72420 -0.17361 0.84686 -0.49
H 0.95752 -4.76293 -4.09372 0.29
H 0.56965 -1.31766 4.07395 0.30
H -0.92102 -3.49758 3.19536 0.45
H -3.88747 -1.49512 -1.57700 0.42
H -2.80294 5.29217 3.10529 0.30
O 0.58083 -3.19041 2.26897 -0.53
H 1.16055 -3.96456 2.43713 0.22
H 0.11926 -3.42177 1.43485 0.25
O -1.16096 2.72448 -3.56964 -0.32
H -1.81917 2.02525 -3.56714 0.13
H -1.35393 3.21887 -4.31661 0.20
O 1.93935 -2.38513 -3.37410 -0.83
H 2.01139 -1.49684 -2.96794 0.38
H 1.12718 -2.57863 -2.85153 0.26
O -3.08635 0.90577 -4.67539 -0.63
H -3.24266 1.12171 -3.66981 0.32
H -3.20674 0.10003 -4.84760 0.25
O -0.01389 0.30794 -6.19227 -0.57
H -0.71352 0.90966 -5.91702 0.32
H 0.06491 -0.49465 -5.74678 0.24
O 4.20080 -0.14984 1.31364 -0.73
H 3.92875 -1.23204 1.45440 0.60
H 3.51429 0.35697 0.81150 0.12
O -0.40521 -2.88106 -4.68906 -0.56
H 0.42555 -2.24239 -4.42208 0.36
H -0.27466 -3.14600 -5.61922 0.25
```

* Kohn-Sham gap: 9.5617 eV
* charge: 0

---

Calculated energy relative to the best compared isomer or geometry (same formula, charge and spin), 16.851; 11.456; 16.955 eV (same order as the records).